Density functional theory data (ωB97M-V with the def2-TZVPD basis set) for a cluster of 3 separate species, C21H50BFO8P in total in a non-equilibrium geometry.

```
82
Properties=species:S:1:pos:R:3
C 4.29 0.49 3.20
C 3.19 1.48 2.48
C 1.91 1.86 3.49
O 0.83 2.38 2.63
C 0.03 1.22 2.12
B -1.41 1.25 2.99
F -0.98 0.96 4.42
C -2.50 0.15 2.42
C -2.68 -1.19 3.34
C -1.71 -2.46 2.91
O -0.28 -2.12 2.84
P -2.03 3.06 2.92
C -2.65 3.70 4.61
C -3.28 3.35 1.51
H 3.81 -0.58 3.23
H 4.50 0.89 4.29
H 5.26 0.51 2.54
H 3.66 2.52 2.15
H 2.76 0.93 1.54
H 1.59 0.94 4.16
H 2.31 2.68 4.23
H 0.66 0.25 2.30
H -0.28 1.42 1.01
H -2.22 -0.08 1.28
H -3.56 0.70 2.37
H -2.61 -1.01 4.50
H -3.80 -1.57 3.15
H -1.82 -3.26 3.78
H -2.06 -2.99 1.92
H -0.06 -1.89 1.88
H -2.24 4.82 4.71
H -2.16 3.12 5.53
H -3.82 3.78 4.71
H -2.82 4.21 0.82
H -3.33 2.39 0.83
H -4.36 3.60 1.89
C -1.12 -2.55 -1.11
O -0.72 -3.73 -1.78
C -0.27 -4.75 -0.90
C -0.79 -6.13 -1.32
O -2.20 -6.32 -1.12
C -3.08 -5.57 -1.98
C -3.02 -5.98 -3.46
O -1.81 -5.52 -4.06
C -1.28 -6.44 -5.01
H -0.24 -1.99 -0.78
H -1.70 -1.93 -1.81
H -1.77 -2.77 -0.26
H -0.57 -4.55 0.14
H 0.83 -4.75 -0.94
H -0.31 -6.87 -0.69
H -0.51 -6.37 -2.34
H -2.93 -4.50 -1.85
H -4.09 -5.78 -1.62
H -3.85 -5.51 -4.00
H -3.12 -7.07 -3.54
H -1.27 -7.46 -4.61
H -0.25 -6.15 -5.22
H -1.86 -6.40 -5.94
C 2.58 3.64 -5.13
O 1.91 3.43 -3.90
C 2.02 2.09 -3.42
C 2.27 2.06 -1.91
O 3.56 2.52 -1.50
C 3.82 3.92 -1.65
C 2.99 4.82 -0.73
O 1.64 4.89 -1.18
C 0.70 4.93 -0.11
H 2.00 3.21 -5.95
H 2.68 4.72 -5.29
H 3.59 3.22 -5.11
H 2.83 1.55 -3.93
H 1.08 1.59 -3.64
H 2.21 1.01 -1.59
H 1.48 2.58 -1.37
H 3.75 4.22 -2.69
H 4.88 4.05 -1.38
H 3.39 5.84 -0.76
H 3.06 4.45 0.30
H 0.93 4.18 0.65
H -0.29 4.71 -0.52
H 0.69 5.93 0.34
```

Its LUMO energy is 2.33 eV. The charge is -1.

Mulliken population analysis, charges in e, atoms 1 to 6: atom 1 (C): -0.975, atom 2 (C): 0.177, atom 3 (C): -0.592, atom 4 (O): -0.185, atom 5 (C): -0.283, atom 6 (B): -0.092

Density functional theory data (ωB97M-V with the def2-TZVPD basis set) for a cluster of 3 separate species, C21H50BrNOP in total in a non-equilibrium geometry.

```
75
Properties=species:S:1:pos:R:3
Br -20.80 -7.71 18.91
C -18.75 -12.34 16.79
N -18.83 -10.84 16.72
C -18.01 -10.44 15.46
C -20.31 -10.43 16.60
C -18.25 -10.05 17.99
C -16.84 -10.47 18.42
O -16.79 -11.78 18.91
H -19.19 -12.72 17.72
H -17.68 -12.50 16.66
H -19.25 -12.83 15.96
H -16.95 -10.36 15.73
H -18.33 -9.48 15.05
H -18.08 -11.20 14.69
H -20.50 -9.36 16.60
H -20.62 -10.79 17.58
H -20.62 -10.93 15.68
H -18.89 -10.14 18.86
H -18.19 -9.03 17.62
H -16.57 -9.78 19.22
H -16.06 -10.38 17.65
H -15.85 -11.96 18.88
C -26.23 -3.97 20.01
C -24.93 -4.43 19.37
C -25.04 -4.93 17.93
C -23.70 -5.38 17.32
P -23.91 -6.55 15.90
C -24.82 -5.70 14.55
C -26.33 -5.51 14.71
C -26.69 -4.27 13.91
C -26.55 -2.94 14.69
C -24.53 -8.16 16.40
C -25.96 -8.31 16.82
C -26.20 -8.97 18.18
C -25.72 -8.11 19.41
C -22.34 -6.88 15.05
C -21.56 -5.64 14.49
C -20.53 -6.26 13.51
C -21.11 -6.42 12.08
H -26.82 -3.50 19.22
H -26.20 -3.37 20.92
H -26.79 -4.87 20.27
H -24.46 -5.18 20.01
H -24.13 -3.71 19.52
H -25.58 -4.23 17.29
H -25.78 -5.73 17.92
H -23.01 -5.95 17.95
H -23.26 -4.39 17.23
H -24.65 -6.22 13.61
H -24.28 -4.77 14.41
H -26.60 -5.43 15.77
H -26.84 -6.33 14.21
H -27.75 -4.29 13.65
H -26.09 -4.07 13.02
H -25.51 -2.63 14.61
H -27.02 -3.02 15.67
H -27.04 -2.09 14.23
H -23.82 -8.66 17.06
H -24.34 -8.74 15.50
H -26.58 -8.67 16.00
H -26.50 -7.37 16.93
H -25.76 -9.96 18.02
H -27.23 -9.25 18.40
H -26.25 -7.16 19.50
H -24.72 -7.72 19.23
H -25.72 -8.63 20.37
H -22.76 -7.51 14.27
H -21.70 -7.46 15.72
H -21.08 -5.20 15.37
H -22.05 -4.84 13.95
H -20.08 -7.20 13.83
H -19.79 -5.46 13.46
H -21.99 -7.05 12.03
H -20.36 -6.71 11.34
H -21.39 -5.42 11.75
```

Its LUMO energy is -2.06 eV. The charge is +1.

Mulliken population analysis, charges in e, atoms 1 to 6: atom 1 (Br): -0.729, atom 2 (C): -0.911, atom 3 (N): 0.158, atom 4 (C): -0.713, atom 5 (C): -0.856, atom 6 (C): -0.393